This record from OMol25 describes C3H5Br2NO2 as an isolated structure. The level of theory is wB97M-V/def2-TZVPD.

```
! RIJCOSX wB97M-V def2-TZVPD def2/J DEFGRID3
* xyz 0 1
C -1.390 0.052 -0.734
C 1.471 -0.046 0.387
H -1.005 -1.182 -2.538
H 0.266 0.866 2.922
N 0.869 -0.242 1.513
H -1.310 1.109 -0.291
C -1.077 -0.233 -1.976
Br 2.291 -1.542 -0.472
O 0.883 -1.209 2.304
O 0.170 0.840 1.915
H -0.566 0.581 -2.528
Br 1.487 1.593 -0.354
H -2.090 -0.587 -0.150
*
```

Properties
F_max, eV Å⁻¹: 3.13
Frontier orbital gap, eV: 9.367
ΔE to the lowest compared entry with this formula, charge and spin, eV: 4.9453
LUMO, eV: 0.4

Per-atom Mulliken charges, elementary charge units: C -0.458; C 0.027; H 0.265; H 0.344; N 0.746; H 0.272; C -0.492; Br -0.043; O -0.695; O -0.404; H 0.200; Br 0.000; H 0.238

This record from OMol25 describes a 2-piece molecular cluster, C3H5BrFN overall. The level of theory is wB97M-V/def2-TZVPD.

```
! RIJCOSX wB97M-V def2-TZVPD def2/J DEFGRID3
* xyz 0 1
H -0.779 -1.362 0.248
N -0.678 0.188 0.142
F -0.755 -2.394 -0.102
H -2.647 0.627 0.107
H 1.165 1.470 0.105
H 1.238 -1.520 -0.171
H -1.556 2.056 -0.227
Br 3.429 0.017 -0.050
C 1.569 -0.533 -0.067
C 0.666 0.470 0.033
C -1.652 0.982 -0.016
*
```

Properties
F_max, eV Å⁻¹: 2.93
Frontier orbital gap, eV: 9.245
Structure (SMILES): C=N/C=C/Br.F
ΔE to the lowest compared entry with this formula, charge and spin, eV: 0.0000
LUMO, eV: -0.4

Per-atom Mulliken charges, elementary charge units: H 0.500; N -0.397; F -0.532; H 0.273; H 0.293; H 0.539; H 0.251; Br -0.155; C -0.494; C -0.019; C -0.258

This record from OMol25 describes a 2-piece molecular cluster, C3H5BrO overall. The level of theory is wB97M-V/def2-TZVPD.

```
! RIJCOSX wB97M-V def2-TZVPD def2/J DEFGRID3
* xyz 0 1
H -0.068 2.054 0.608
C -0.996 -1.006 -0.294
C 0.796 -0.022 0.176
H -1.165 -0.586 -1.253
Br 0.944 -0.295 2.068
C 0.439 1.346 -0.218
O 0.560 1.784 -1.311
H 1.728 -0.520 -0.191
H -0.708 -2.051 -0.307
H -1.531 -0.704 0.723
*
```

Properties
F_max, eV Å⁻¹: 5.15
Frontier orbital gap, eV: 9.867
ΔE to the lowest compared entry with this formula, charge and spin, eV: 1.9319
LUMO, eV: 0.2

Per-atom Mulliken charges, elementary charge units: H 0.267; C -0.788; C -0.390; H 0.338; Br -0.099; C 0.110; O -0.425; H 0.383; H 0.280; H 0.325

This record from OMol25 describes a 2-piece molecular cluster, C3H5BrO2 overall. The level of theory is wB97M-V/def2-TZVPD.

```
! RIJCOSX wB97M-V def2-TZVPD def2/J DEFGRID3
* xyz 0 3
H 1.445 2.642 1.297
C -0.679 -2.312 -0.774
Br -0.427 -0.595 1.430
O 0.807 -0.579 -1.152
H 0.659 0.377 -1.132
C -0.129 -1.227 -0.404
O 0.356 2.175 -0.092
H -1.390 -2.966 -0.171
H -0.446 2.577 1.738
H -0.605 -2.692 -1.756
C 0.408 2.600 1.016
*
```

Properties
F_max, eV Å⁻¹: 7.88
Frontier orbital gap (spin up / spin down), eV: 7.738 / 6.878
ΔE to the lowest compared entry with this formula, charge and spin, eV: 0.1721
LUMO (spin up / spin down), eV: 0.7 / -2.6

Per-atom Mulliken charges, elementary charge units: H 0.311; C -0.675; Br -0.200; O -0.472; H 0.412; C 0.479; O -0.226; H 0.211; H 0.374; H 0.287; C -0.501

This record from OMol25 describes a 2-piece molecular cluster, C3H5Cl2F overall. The level of theory is wB97M-V/def2-TZVPD.

```
! RIJCOSX wB97M-V def2-TZVPD def2/J DEFGRID3
* xyz 0 1
F 0.679 0.554 0.030
C -1.310 -0.361 0.069
H 2.327 0.046 1.058
H -0.340 -0.771 0.325
H -2.516 1.300 -0.430
H 2.506 0.218 -0.733
C -1.531 0.920 -0.176
C 1.861 -0.112 0.083
Cl -2.558 -1.565 0.011
H -0.708 1.626 -0.124
Cl 1.591 -1.855 -0.112
*
```

Properties
F_max, eV Å⁻¹: 4.04
Frontier orbital gap, eV: 9.996
Structure (SMILES): C=CCl.FCCl
ΔE to the lowest compared entry with this formula, charge and spin, eV: 2.3504
LUMO, eV: 0.7

Per-atom Mulliken charges, elementary charge units: F -0.211; C 0.172; H 0.257; H -0.045; H 0.299; H 0.246; C -0.549; C -0.125; Cl -0.206; H 0.349; Cl -0.188

This record from OMol25 describes a 2-piece molecular cluster, C3H5Cl2O3 overall. The level of theory is wB97M-V/def2-TZVPD.

```
! RIJCOSX wB97M-V def2-TZVPD def2/J DEFGRID3
* xyz 0 2
C 0.067 -0.219 -0.877
C -0.565 0.553 1.397
O 2.990 -0.773 -1.198
H 0.404 1.070 1.395
Cl -0.533 -1.094 -2.445
H -0.371 -0.412 1.866
C -1.135 0.370 -0.008
Cl -1.545 1.984 -0.598
O 1.095 0.518 -0.849
H 0.207 -1.179 -0.267
O 2.690 -1.610 -0.343
H -1.280 1.087 2.013
H -2.026 -0.296 -0.087
*
```

Properties
F_max, eV Å⁻¹: 2.98
Frontier orbital gap (spin up / spin down), eV: 8.167 / 9.701
LUMO (spin up / spin down), eV: -2.7 / -1.0

Per-atom Mulliken charges, elementary charge units: C 0.218; C -1.223; O 0.025; H 0.321; Cl -0.233; H 0.362; C 0.107; Cl -0.168; O -0.320; H 0.228; O -0.030; H 0.368; H 0.345